Formula: C37H86F3N4O13
Source: the OMol25 dataset
Level of theory: ωB97M-V with the def2-TZVPD basis set

## Properties
DFT total energy: -2957.61487 a.u.
HOMO energy: -0.3905 Eh
M: 852.1 g/mol
LUMO level: -1.94 eV
Orbital gap: 8.690 eV

Structure (ORCA input):
```
! wB97M-V def2-TZVPD RIJCOSX def2/J DEFGRID3
* xyz 1 1
H 5.549 -0.251 2.327
O -5.879 0.021 -0.540
H -0.556 0.050 -0.044
O 0.945 0.664 8.902
H -6.484 1.970 -0.637
C 0.657 -0.663 6.898
H -0.267 7.126 -5.989
H 0.173 2.292 7.853
C 3.886 -2.104 -5.928
C 1.495 4.795 -1.291
O 1.700 -2.026 -3.438
C 0.699 3.666 -0.676
H 2.811 -1.699 0.463
H -3.124 1.476 0.863
O 1.628 7.690 -6.619
C 1.834 1.072 5.788
H -9.267 -1.346 1.158
C 0.426 1.982 8.871
H 4.497 -1.177 0.316
O 1.065 2.409 -1.228
H -3.480 -3.429 3.529
C 0.518 6.817 -6.688
H 3.750 4.933 -2.804
C -1.886 -2.494 -0.986
C 1.942 1.662 -0.408
C -2.595 -3.856 1.577
H -5.189 -0.587 -2.400
H 4.197 6.855 -4.636
H -9.024 -2.437 -0.220
C 4.205 -2.950 1.491
C 3.686 4.214 -1.982
H 1.688 -1.019 6.991
H 4.681 4.059 -1.570
H -0.363 3.823 -0.887
H -3.426 1.190 2.557
H 2.602 8.618 -5.091
C 0.120 -0.290 8.262
C -1.437 -0.482 0.327
H 0.805 5.784 -6.472
H -1.294 -3.919 5.727
H -6.619 -1.471 -1.802
H -8.866 1.551 -0.475
H -2.058 -5.573 4.462
H 2.176 -0.116 -2.970
C 5.469 -2.929 3.498
C 2.008 -3.455 -5.397
F -2.058 -2.954 -3.758
H 0.098 -1.186 8.890
C -2.624 1.241 1.811
H -1.891 -4.601 1.211
O 3.363 5.439 -5.841
H 3.471 -3.355 2.198
H 1.109 5.746 -0.911
H 0.838 3.663 0.409
H 3.180 4.076 -7.332
H -1.198 -2.486 2.367
H -3.710 -1.264 1.244
O -1.054 -4.810 -0.914
H 3.310 3.264 -2.372
F -1.512 -4.992 -3.622
H 5.150 -3.912 3.861
H 1.196 2.642 9.263
H 6.486 -2.745 3.837
H 1.439 -2.195 2.025
H 1.648 1.963 5.191
O 5.486 -2.896 2.081
C -1.781 -4.699 3.867
H 2.806 2.251 -0.092
H -0.905 0.084 8.169
O 2.864 4.712 -0.940
C 3.627 6.808 -5.569
H 1.374 4.790 -2.379
N 0.876 -1.611 1.426
H 0.559 -0.297 -3.680
H 0.322 -3.392 0.522
H -1.931 -1.661 -1.689
H 4.811 -2.161 3.911
C -6.861 0.982 -0.919
H 1.731 7.148 -4.621
H 1.382 -0.780 1.149
H -1.671 -5.510 -1.176
C -1.204 -3.668 -1.715
H 2.296 1.365 6.734
H 1.421 1.282 0.481
H 4.261 -3.628 0.633
H 2.987 5.760 -7.865
C 3.757 -1.587 1.009
H -7.618 -1.691 0.574
H -0.642 1.406 3.386
C 4.579 0.246 2.257
H 4.241 7.247 -6.361
C 2.350 7.600 -5.404
H -1.112 -0.229 2.430
H -8.042 0.729 0.859
O 0.588 0.425 5.989
C -2.035 -3.985 -2.959
H 4.599 0.959 1.426
H 3.988 -1.824 -4.876
C 1.052 -2.853 -4.392
C 0.248 -2.317 0.360
H -3.692 -5.079 2.932
C 1.599 -0.641 -3.729
H 4.391 0.792 3.180
N -1.306 -3.619 4.759
H -3.218 -1.370 2.988
F -3.278 -4.315 -2.646
H -7.003 0.970 -2.003
H 2.522 0.417 5.241
C -8.657 -1.536 0.269
H 4.606 5.124 -7.475
H 4.574 -2.926 -6.149
C 3.546 5.093 -7.203
H -0.464 2.065 9.503
H 1.458 -4.166 -6.021
H 4.148 -1.252 -6.551
H -0.346 -3.370 4.546
N -1.256 -2.000 0.296
H -3.494 -3.876 0.952
H -0.232 -3.366 -2.119
H -5.032 -1.738 -1.050
O 2.552 -2.464 -6.246
C -2.874 -1.311 1.958
H -2.917 -2.764 -0.756
C -1.686 2.384 2.157
H 0.663 -2.055 -0.618
C -1.957 -2.470 1.578
H 0.271 -2.295 -4.917
H 2.293 0.815 -0.999
H 0.124 6.873 -7.702
H -1.864 3.333 1.647
C -8.181 0.735 -0.227
H 2.802 -4.003 -4.879
H -0.955 -5.021 3.220
H 0.049 -1.477 6.487
N -0.719 2.339 2.971
C -5.684 -0.990 -1.508
O -8.775 -0.476 -0.661
C -2.980 -4.252 3.016
C -1.937 -0.118 1.722
H 0.572 -3.666 -3.839
O 3.526 -0.692 2.084
H 2.012 -0.412 -4.713
H -2.243 -0.205 -0.360
*
```